(1)
{"formula": "C47H120N12O17", "method": "the ωB97M-V functional and the def2-TZVPD basis", "species": ["C", "N", "C", "C", "C", "C", "O", "H", "H", "H", "H", "H", "H", "H", "H", "H", "H", "H", "H", "H", "H", "C", "N", "C", "C", "C", "C", "O", "H", "H", "H", "H", "H", "H", "H", "H", "H", "H", "H", "H", "H", "H", "C", "N", "C", "C", "C", "C", "O", "H", "H", "H", "H", "H", "H", "H", "H", "H", "H", "H", "H", "H", "H", "C", "C", "C", "O", "C", "N", "H", "H", "H", "H", "H", "H", "H", "H", "H", "H", "H", "H", "C", "C", "C", "O", "C", "N", "H", "H", "H", "H", "H", "H", "H", "H", "H", "H", "H", "H", "C", "C", "C", "N", "C", "C", "C", "C", "C", "H", "H", "H", "H", "H", "H", "H", "H", "H", "H", "H", "H", "H", "H", "H", "H", "H", "H", "C", "C", "C", "N", "C", "C", "C", "C", "C", "H", "H", "H", "H", "H", "H", "H", "H", "H", "H", "H", "H", "H", "H", "H", "H", "H", "H", "C", "C", "C", "N", "C", "C", "C", "C", "C", "H", "H", "H", "H", "H", "H", "H", "H", "H", "H", "H", "H", "H", "H", "H", "H", "H", "H", "N", "O", "O", "O", "N", "O", "O", "O", "N", "O", "O", "O", "N", "O", "O", "O"], "xyz": [[-5.533, -4.853, 4.762], [-5.312, -3.331, 4.850], [-6.414, -2.675, 5.708], [-3.920, -3.084, 5.455], [-5.338, -2.618, 3.485], [-4.685, -3.406, 2.300], [-3.338, -3.445, 2.536], [-5.477, -5.387, 5.710], [-4.666, -5.142, 4.168], [-6.468, -5.103, 4.261], [-7.423, -2.973, 5.420], [-6.176, -1.619, 5.833], [-6.229, -3.092, 6.698], [-3.128, -3.666, 4.985], [-4.037, -3.375, 6.499], [-3.474, -2.092, 5.397], [-5.036, -1.583, 3.647], [-6.412, -2.685, 3.312], [-4.885, -3.001, 1.308], [-5.085, -4.411, 2.169], [-2.915, -2.714, 2.080], [1.839, 1.638, 4.207], [2.313, 2.638, 5.302], [1.693, 2.139, 6.587], [3.831, 2.640, 5.310], [1.742, 4.064, 4.970], [2.311, 5.225, 5.864], [3.537, 5.587, 5.508], [2.327, 2.046, 3.322], [0.758, 1.745, 4.120], [2.286, 0.681, 4.474], [0.608, 2.124, 6.485], [2.124, 2.785, 7.352], [2.064, 1.119, 6.691], [4.114, 1.590, 5.238], [4.161, 3.078, 6.252], [4.007, 3.217, 4.402], [0.654, 4.124, 4.986], [2.178, 4.363, 4.017], [2.300, 4.963, 6.922], [1.690, 6.117, 5.779], [3.477, 5.751, 4.564], [1.796, -2.211, -0.020], [0.761, -1.515, 0.908], [-0.079, -2.654, 1.582], [1.456, -0.690, 1.959], [-0.159, -0.639, 0.017], [-1.166, 0.311, 0.829], [-2.105, -0.395, 1.588], [1.240, -2.838, -0.717], [2.250, -2.872, 0.718], [2.507, -1.414, -0.240], [-0.360, -2.250, 2.554], [0.440, -3.612, 1.551], [-1.090, -2.801, 1.202], [0.747, -0.172, 2.604], [1.819, 0.108, 1.311], [2.146, -1.371, 2.458], [-0.667, -1.411, -0.561], [0.505, -0.027, -0.594], [-1.726, 0.915, 0.115], [-0.526, 1.054, 1.304], [-1.920, -0.054, 2.466], [-0.233, 3.193, -2.165], [-0.718, 3.473, -3.596], [-0.686, 2.166, -4.445], [-1.548, 2.251, -5.652], [-1.610, 1.076, -6.383], [-2.129, 4.067, -3.614], [-2.757, 3.746, -2.891], [-2.064, 5.073, -3.560], [-2.478, 3.773, -4.515], [-0.270, 4.059, -1.504], [0.825, 2.933, -2.142], [-0.852, 2.358, -1.837], [-0.168, 4.197, -4.197], [-1.076, 1.380, -3.798], [0.302, 1.803, -4.726], [-0.645, 0.875, -6.848], [-2.240, 1.346, -7.232], [-1.990, 0.222, -5.823], [1.883, -5.903, -1.929], [2.268, -5.929, -3.417], [3.151, -7.178, -3.770], [3.717, -6.985, -5.049], [4.490, -5.806, -5.214], [1.055, -5.716, -4.404], [0.725, -4.767, -4.298], [1.455, -5.872, -5.318], [0.342, -6.427, -4.320], [1.245, -5.058, -1.671], [2.814, -5.796, -1.374], [1.416, -6.795, -1.510], [2.798, -4.983, -3.535], [2.480, -8.034, -3.702], [3.945, -7.268, -3.030], [4.713, -5.446, -4.209], [3.901, -5.067, -5.758], [5.385, -6.125, -5.748], [-3.001, 3.269, 2.073], [-2.710, 4.594, 2.808], [-3.099, 5.766, 1.934], [-2.662, 7.198, 2.320], [-3.209, 8.128, 1.252], [-1.088, 7.309, 2.450], [-0.801, 8.168, 3.630], [-2.133, 8.503, 4.362], [-3.167, 7.501, 3.766], [-2.767, 2.411, 2.703], [-2.395, 3.049, 1.195], [-4.055, 3.170, 1.815], [-1.688, 4.494, 3.175], [-3.315, 4.661, 3.713], [-4.186, 5.768, 1.861], [-2.719, 5.663, 0.918], [-4.289, 8.176, 1.118], [-2.639, 7.985, 0.334], [-2.867, 9.036, 1.749], [-0.719, 7.569, 1.457], [-0.709, 6.319, 2.703], [-0.207, 9.015, 3.285], [-0.208, 7.534, 4.288], [-2.451, 9.506, 4.076], [-2.073, 8.538, 5.450], [-4.148, 7.938, 3.580], [-3.304, 6.586, 4.343], [-3.666, -1.489, -2.091], [-3.479, -1.404, -3.703], [-4.394, -2.511, -4.365], [-4.317, -2.558, -5.984], [-5.053, -1.383, -6.628], [-2.926, -2.942, -6.664], [-2.773, -4.403, -6.134], [-4.063, -5.109, -6.163], [-4.997, -3.840, -6.368], [-4.645, -1.310, -1.646], [-3.092, -0.664, -1.669], [-3.199, -2.376, -1.663], [-2.434, -1.576, -3.964], [-3.642, -0.425, -4.155], [-5.472, -2.369, -4.292], [-4.160, -3.504, -3.981], [-5.182, -1.585, -7.691], [-4.267, -0.628, -6.607], [-5.891, -0.914, -6.114], [-3.034, -2.834, -7.743], [-2.159, -2.234, -6.349], [-2.124, -5.035, -6.741], [-2.120, -4.340, -5.263], [-4.158, -5.734, -7.051], [-4.409, -5.581, -5.243], [-5.198, -3.862, -7.439], [-5.926, -3.879, -5.799], [3.428, 0.031, -3.565], [4.749, 0.261, -2.909], [4.479, 1.077, -1.705], [5.639, 1.361, -0.698], [4.991, 1.969, 0.610], [6.624, 0.130, -0.276], [7.781, 0.118, -1.177], [7.754, 1.515, -1.907], [6.703, 2.388, -1.213], [2.867, 0.954, -3.712], [2.798, -0.797, -3.238], [3.471, -0.266, -4.612], [5.417, 0.685, -3.658], [5.266, -0.629, -2.550], [3.784, 0.530, -1.068], [4.104, 2.067, -1.963], [5.756, 2.033, 1.384], [4.121, 1.384, 0.909], [4.699, 2.963, 0.273], [6.894, 0.412, 0.742], [6.042, -0.780, -0.127], [8.702, -0.077, -0.627], [7.571, -0.634, -1.938], [8.725, 2.000, -1.801], [7.611, 1.342, -2.974], [7.179, 2.903, -0.378], [6.201, 3.154, -1.804], [-1.331, 0.013, 5.280], [-0.655, -1.019, 5.348], [-1.725, 0.601, 6.271], [-1.637, 0.483, 4.138], [4.706, -3.285, -2.606], [4.411, -3.025, -3.774], [3.852, -3.456, -1.758], [5.872, -3.390, -2.287], [2.183, -6.012, 1.898], [2.651, -4.893, 2.112], [1.096, -6.292, 2.445], [2.737, -6.733, 1.081], [5.123, -1.030, 2.552], [4.621, -1.612, 1.630], [4.579, 0.045, 2.994], [6.180, -1.527, 3.032]], "forces_ev_per_a": [[0.9, 0.8, -0.8], [0.7, 0.7, -0.1], [1.8, -0.9, 1.0], [-0.1, -0.7, 1.0], [-2.2, -2.1, -0.7], [-1.0, 0.8, 0.7], [2.1, -0.6, -0.2], [0.0, 0.7, 0.2], [-0.3, -0.6, 0.0], [0.0, 0.3, 0.0], [0.3, 0.3, -0.5], [-0.5, 0.0, -0.6], [-0.2, -0.1, 0.1], [-0.6, -0.5, -0.1], [0.4, 0.1, 0.0], [-1.1, 0.5, -0.1], [0.3, -0.3, -0.2], [-0.2, 0.7, -0.5], [-0.4, 0.8, 0.2], [0.0, -0.1, 0.6], [0.1, 0.3, 0.2], [1.2, 2.1, 0.6], [-2.2, 0.2, -0.6], [1.2, 0.2, -0.5], [-1.6, -0.2, 0.0], [1.5, 0.3, 1.0], [-2.8, -1.2, 1.2], [3.1, 0.3, -1.1], [-0.1, -0.5, -0.3], [0.0, -0.6, 0.2], [-0.5, -0.1, -0.2], [0.1, 0.2, 0.3], [-0.6, -0.3, 0.3], [-0.1, 0.0, 0.3], [0.4, 0.2, -0.2], [0.2, 0.2, -0.4], [1.1, -0.2, 0.4], [0.1, -0.7, -0.1], [-0.5, -0.6, -0.6], [0.0, -0.1, 0.1], [-1.0, -0.2, -0.1], [0.8, 0.5, -0.2], [-0.6, 0.4, 2.7], [-2.3, -1.1, -0.5], [-0.4, 1.2, 0.3], [-0.7, 0.0, -1.4], [-0.4, -0.2, 1.7], [1.0, -1.2, -2.2], [0.8, 0.3, -0.6], [0.4, 0.7, -0.5], [0.7, -0.1, -0.5], [0.0, -0.6, -0.9], [0.7, -0.5, 0.5], [0.2, 0.4, 0.4], [0.4, 0.2, -1.1], [-0.3, -0.8, 0.3], [1.3, 0.0, 0.5], [0.4, 0.7, 0.0], [-0.2, 0.5, -0.3], [0.0, -0.1, -0.1], [0.1, -0.1, -0.7], [-0.2, -0.2, 0.9], [-0.3, -0.3, 1.9], [0.0, 0.4, -0.9], [0.7, -0.4, -1.0], [-1.7, -0.5, -0.7], [1.0, 1.7, 3.2], [0.2, 0.0, -1.5], [1.0, -0.6, 0.0], [-0.2, -0.3, 0.3], [-0.1, 0.5, -0.1], [-0.7, 0.0, -0.9], [-0.5, 0.0, 0.0], [-0.1, -0.4, -0.3], [0.2, 0.1, 0.6], [0.3, 0.2, 0.5], [-0.4, -0.4, 0.0], [0.3, 0.7, 0.0], [0.2, -0.4, 0.3], [-0.3, -0.4, 0.1], [0.0, -0.1, 0.1], [-0.3, -0.4, -0.2], [0.3, 0.2, 1.6], [-0.7, 2.1, -0.7], [-1.5, -1.5, -0.2], [0.1, -0.5, 0.7], [1.6, -1.1, 0.8], [-0.3, 0.1, -0.1], [0.4, 0.2, -0.7], [-0.5, -0.1, 0.4], [0.1, 0.2, -0.1], [0.0, 0.3, -0.1], [-0.2, -0.3, -0.4], [0.3, -0.1, -0.4], [0.4, -0.4, -0.5], [-0.1, 0.1, 0.3], [0.6, 0.4, -0.3], [0.3, 0.2, -0.1], [0.0, 0.5, 0.0], [-0.3, -0.4, 0.5], [-0.1, -0.8, 0.2], [0.7, 0.7, -0.4], [0.0, -2.7, 0.9], [1.6, 1.0, 1.8], [-1.8, -1.3, -0.9], [0.3, 0.4, 0.8], [-0.4, 0.2, -1.4], [0.1, 1.1, -0.7], [-0.1, 0.1, 0.5], [0.1, 0.7, -0.3], [0.0, 0.1, -0.2], [0.2, 0.7, -0.3], [-0.1, -0.4, 0.0], [0.0, 0.3, 0.0], [0.1, -0.2, -0.1], [0.1, -0.6, 0.3], [-0.3, -0.1, 0.1], [-0.4, 0.8, -0.9], [0.1, 0.4, 0.2], [-0.4, -0.2, -0.5], [-0.2, 0.3, 0.6], [0.3, 0.5, 0.2], [0.0, 0.1, 0.0], [0.0, -0.5, -0.2], [0.0, 0.1, 0.5], [0.3, 0.0, -0.3], [1.0, 1.1, -1.3], [-1.4, -1.5, 0.9], [0.9, 1.2, -1.7], [0.1, -1.7, 0.0], [2.6, 0.6, -0.1], [-0.8, 0.1, 1.4], [3.5, 0.5, -0.9], [-2.5, 2.2, 0.9], [-1.4, -1.4, -0.1], [-0.3, -0.4, -0.7], [0.3, 0.1, 0.0], [-0.3, -0.2, -0.3], [0.1, -0.5, 0.3], [-0.7, 0.1, 0.4], [0.2, 0.3, 0.6], [0.2, 0.1, -0.3], [-0.5, -0.2, 0.3], [-0.1, 0.4, -0.1], [-0.2, -1.0, 0.1], [-0.4, -0.1, 0.1], [0.0, -0.2, 0.2], [0.4, 0.6, -0.7], [-0.8, -0.1, 0.8], [-0.1, -0.2, 0.4], [0.5, -0.5, -0.2], [-0.3, 0.7, 0.1], [-0.1, -0.2, -0.3], [-1.2, -0.8, -1.9], [1.1, -0.6, -0.2], [1.3, 0.9, 2.0], [0.9, 0.3, 1.3], [0.6, -0.2, -2.1], [-2.2, 1.0, 1.7], [-0.3, 0.6, -1.7], [0.8, -0.2, 0.3], [-0.5, -1.3, -0.3], [-0.3, 0.4, 0.7], [0.0, 0.2, 1.0], [0.9, -0.2, -0.2], [0.1, 0.5, 0.3], [-0.3, -0.5, -0.4], [-0.3, 0.1, -0.1], [-0.2, 0.1, 0.1], [-0.2, -0.2, -0.1], [0.4, -0.2, 0.1], [-0.2, 0.1, 0.3], [0.1, 0.1, 0.0], [-0.2, 0.0, -0.5], [-0.1, -0.1, -0.2], [0.7, -0.2, 0.1], [0.0, 0.0, -0.1], [-0.3, 0.3, 0.1], [-0.4, -0.3, 0.3], [0.0, -0.2, -0.2], [0.1, -0.4, 0.2], [0.1, -0.1, -0.3], [-0.1, 0.4, 0.5], [-0.1, 0.5, -1.3], [1.9, 0.0, -0.4], [-1.2, 0.5, -1.7], [-3.2, -0.3, 1.8], [1.7, 0.1, 0.3], [-0.9, -0.6, -0.9], [0.0, 0.2, 0.4], [1.4, 0.2, -0.5], [-0.5, 0.3, 1.0], [2.8, -0.1, 2.5], [-2.4, -1.0, -2.9], [0.3, -0.2, 0.1], [-1.5, 1.8, 0.1]], "total_charge": 5, "e_homo_ev": [-15.6, -15.6], "spin_multiplicity": 2, "total_energy_ha": -3796.26025, "homo_lumo_gap_ha": [0.190, 0.139]}


(2)
{"formula": "C22H49CrN2P3S2", "method": "the ωB97M-V functional and the def2-TZVPD basis", "species": ["Cr", "P", "P", "P", "H", "C", "C", "H", "C", "C", "C", "C", "C", "C", "C", "C", "C", "H", "H", "H", "H", "H", "H", "H", "H", "H", "H", "H", "H", "H", "H", "H", "H", "H", "H", "H", "H", "H", "H", "H", "H", "H", "H", "H", "H", "H", "C", "C", "C", "C", "C", "C", "S", "H", "H", "H", "H", "H", "H", "C", "C", "N", "C", "S", "N", "C", "C", "H", "H", "H", "H", "H", "H", "H", "H", "H", "H", "H", "H"], "xyz": [[-0.613, -0.845, -0.790], [-0.906, 1.635, 0.160], [-2.889, -0.897, -0.668], [3.380, 1.300, -0.844], [1.580, -1.615, -6.070], [2.305, -1.534, -5.229], [2.233, -2.357, -4.167], [1.695, -3.324, -4.275], [-0.878, 2.994, -1.073], [-2.404, 2.057, 1.151], [0.313, 2.238, 1.386], [-3.292, -2.474, -1.456], [-3.899, -0.912, 0.837], [-3.630, 0.417, -1.677], [4.775, 0.664, -1.775], [3.348, 0.623, 0.812], [3.168, 3.094, -0.875], [3.079, -0.762, -5.329], [2.886, -2.205, -3.282], [-1.170, 3.948, -0.613], [-1.578, 2.781, -1.889], [0.121, 3.115, -1.506], [-2.287, 3.031, 1.641], [-2.533, 1.295, 1.926], [-3.314, 2.112, 0.549], [-0.082, 3.074, 1.991], [1.203, 2.614, 0.866], [0.570, 1.416, 2.067], [-4.146, -2.911, -0.900], [-2.410, -3.139, -1.388], [-3.563, -2.329, -2.523], [-4.284, 0.091, 1.067], [-3.340, -1.298, 1.699], [-4.735, -1.589, 0.615], [-4.604, 0.028, -2.007], [-2.995, 0.657, -2.543], [-3.789, 1.325, -1.077], [5.577, 1.409, -1.723], [4.538, 0.477, -2.830], [5.143, -0.278, -1.345], [4.337, 0.765, 1.270], [3.099, -0.442, 0.809], [2.611, 1.123, 1.449], [4.098, 3.592, -1.198], [2.854, 3.440, 0.124], [2.362, 3.314, -1.604], [0.085, -0.698, -3.151], [-0.091, 0.487, -3.900], [-1.193, 0.583, -4.737], [-1.833, -0.578, -5.184], [-1.529, -1.813, -4.585], [-0.606, -1.888, -3.544], [1.424, -0.775, -2.022], [2.161, 1.025, -1.561], [0.708, 1.228, -3.824], [-1.501, 1.575, -5.069], [-2.552, -0.510, -6.004], [-1.993, -2.738, -4.946], [-0.227, -2.848, -3.155], [1.286, 1.056, 4.986], [-0.126, 0.540, 5.023], [-0.541, -0.024, 3.686], [0.126, -1.030, 3.076], [-0.310, -1.632, 1.488], [1.130, -1.664, 3.791], [0.786, -2.312, 5.128], [-0.639, -2.798, 5.240], [1.998, 0.253, 4.786], [1.524, 1.499, 5.955], [1.396, 1.837, 4.231], [-0.250, -0.223, 5.799], [-0.853, 1.330, 5.245], [-1.463, 0.192, 3.295], [1.636, -2.298, 3.167], [1.501, -3.137, 5.246], [1.015, -1.569, 5.908], [-0.906, -3.459, 4.410], [-0.737, -3.359, 6.176], [-1.359, -1.971, 5.290]], "forces_ev_per_a": [[2.5, 2.0, 0.4], [-0.1, 0.8, 0.1], [-1.5, 0.1, -0.1], [-1.0, 0.8, -0.8], [0.9, -0.2, 0.5], [-0.4, -0.4, 0.1], [1.3, -0.5, -1.3], [0.1, 1.0, 0.5], [-0.1, -0.1, -0.3], [-0.2, -0.3, -0.1], [0.4, -0.2, 0.1], [-0.3, -0.5, -0.3], [-0.1, 0.1, 0.4], [-0.3, 0.0, -0.2], [0.4, 0.0, -0.1], [0.1, 0.0, 0.6], [0.5, 0.5, 0.0], [-0.6, 0.0, 0.3], [-0.2, -0.6, -1.1], [0.1, -0.3, 0.0], [0.1, 0.0, 0.1], [-0.2, -0.1, 0.1], [0.2, -0.2, -0.2], [-0.1, 0.2, -0.1], [0.2, -0.1, 0.2], [0.0, -0.4, -0.4], [-0.3, -0.3, 0.2], [0.1, 0.4, -0.2], [0.5, 0.0, -0.5], [-0.6, 0.1, -0.1], [0.2, -0.2, 0.7], [0.1, -0.4, -0.1], [-0.2, 0.0, -0.2], [0.1, 0.3, 0.3], [0.2, 0.4, -0.1], [-0.3, -0.2, 0.2], [0.0, -0.4, -0.4], [0.0, -0.2, 0.0], [-0.1, 0.2, 0.3], [-0.2, 0.3, 0.0], [-0.2, -0.1, -0.1], [0.2, 0.0, -0.2], [0.2, 0.0, -0.3], [-0.4, 0.1, 0.3], [0.4, 0.1, -0.5], [0.6, 0.0, 0.4], [0.0, -0.7, -0.6], [-0.5, -0.4, 0.8], [0.5, 0.5, -0.3], [-0.2, -0.3, 0.6], [-0.2, -0.2, -0.3], [0.2, 0.6, 0.3], [-2.0, -1.1, 1.1], [1.2, -0.1, 1.0], [-0.8, 0.3, 0.2], [0.3, -0.4, -0.5], [0.1, -0.1, 0.4], [0.2, 0.4, 0.1], [-0.6, 0.5, 0.0], [0.3, 0.3, 0.1], [-0.9, -0.1, -0.4], [0.4, -1.3, -0.3], [0.4, 0.6, 1.4], [0.3, -0.3, 0.1], [-1.8, -0.5, -1.6], [0.8, 0.6, 0.1], [-0.2, 0.0, 0.1], [0.0, 0.3, 0.1], [0.0, 0.0, -0.1], [0.0, 0.0, 0.1], [-0.1, 0.3, -0.3], [0.2, -0.1, -0.1], [0.7, 0.0, 0.4], [-0.1, 0.2, 0.4], [-0.2, 0.3, -0.2], [0.1, -0.5, -0.2], [0.0, 0.0, 0.1], [0.0, 0.1, -0.2], [0.1, -0.2, -0.1]], "total_charge": 3, "e_homo_ev": [-16.2, -16.3], "spin_multiplicity": 4, "total_energy_ha": -3841.07679, "homo_lumo_gap_ha": [0.209, 0.281]}